# 1
12
Properties=species:S:1:pos:R:3 method="wB97M-V/def2-TZVPD" orbital_gap_ev=10.368 smiles="CC(=O)CC=O" lumo_ev=0.40 e_tot_ev=-8339.6649 max_force_ev_per_a=0.54
C 1.31459 0.23808 -0.79174
C 0.49508 0.71614 0.37702
O 0.57049 1.83637 0.83181
C -0.51572 -0.27410 0.95466
C -1.55650 -0.55150 -0.11642
O -1.37583 -1.30563 -1.03992
H 0.69642 -0.34507 -1.48178
H 2.11815 -0.42708 -0.45184
H 1.74653 1.10301 -1.29740
H -0.03133 -1.22080 1.22686
H -0.96604 0.19747 1.82982
H -2.49584 0.03311 -0.04108



# 2
12
Properties=species:S:1:pos:R:3 method="wB97M-V/def2-TZVPD" orbital_gap_ev=9.893 smiles="C/C(O)=C/C=O" lumo_ev=0.46 e_tot_ev=-8339.3582 max_force_ev_per_a=0.41
C -0.65295 -0.38424 1.67158
C -0.24432 -0.34907 0.23283
O -0.93668 -1.22971 -0.52039
C 0.66865 0.52495 -0.24355
C 0.72726 0.99124 -1.62054
O 1.37563 1.95485 -1.97544
H -0.32818 0.53383 2.16446
H -0.24102 -1.24712 2.20275
H -1.74491 -0.44405 1.72696
H -0.52053 -1.30611 -1.39050
H 1.25689 1.09146 0.46863
H 0.05695 0.48197 -2.35207



# 3
12
Properties=species:S:1:pos:R:3 method="wB97M-V/def2-TZVPD" orbital_gap_ev=8.311 lumo_ev=0.20 e_tot_ev=-8336.1350 max_force_ev_per_a=1.27
O 1.97754 -0.21557 0.67493
C 0.79620 -0.45590 0.06806
C -0.54729 -0.48286 0.73990
C -1.28221 0.31148 -0.29685
C -0.32691 0.78128 -1.19102
O -0.08278 1.09034 -2.33476
H 1.86606 0.46973 1.34690
H 0.94960 -1.21141 -0.70807
H -0.89076 -1.52969 0.71454
H -0.55365 -0.14937 1.78659
H 0.44486 1.07983 -0.32974
H -2.35066 0.31215 -0.47049



# 4
12
Properties=species:S:1:pos:R:3 method="wB97M-V/def2-TZVPD" orbital_gap_ev=10.520 smiles="CC(=O)CC=O" lumo_ev=0.69 e_tot_ev=-8339.7048 max_force_ev_per_a=0.55
C -1.33468 0.21937 -1.25131
C -0.71633 -0.18000 0.06813
O -1.30201 -0.86224 0.88274
C 0.68553 0.33856 0.36791
C 1.57118 -0.72183 0.99363
O 2.74698 -0.82231 0.74194
H -0.64204 0.04858 -2.08352
H -1.55990 1.29394 -1.23258
H -2.26037 -0.33821 -1.41207
H 1.19497 0.75437 -0.50528
H 0.57120 1.13842 1.11333
H 1.05947 -1.39915 1.70569



# 5
12
Properties=species:S:1:pos:R:3 method="wB97M-V/def2-TZVPD" orbital_gap_ev=10.704 smiles=C1O[C@H]2C[C@H]2O1 lumo_ev=1.13 e_tot_ev=-8337.7742 max_force_ev_per_a=1.26
C 0.88536 0.93717 0.94129
O 1.37416 0.00051 0.03646
C 0.30996 -0.17065 -0.87732
C -0.64758 -1.22201 -0.45863
C -0.97202 0.15269 0.00064
O -0.45845 0.54431 1.25516
H 0.79818 1.91976 0.45894
H 1.55156 0.94778 1.81124
H 0.70172 -0.18594 -1.90189
H -1.28966 -1.52566 -1.27988
H -0.28276 -1.97104 0.22485
H -1.95719 0.58282 -0.22895



# 6
12
Properties=species:S:1:pos:R:3 method="wB97M-V/def2-TZVPD" orbital_gap_ev=10.252 smiles="C=C=O.CC=O" lumo_ev=0.74 e_tot_ev=-8338.6707 max_force_ev_per_a=1.01
C -1.14482 -1.15997 1.35379
C -1.43599 -1.27606 0.08119
O -1.67081 -1.41224 -1.05667
H -1.05451 -2.04849 1.96603
H -0.99509 -0.17266 1.76472
C 1.37565 0.62963 -1.10077
C 0.31806 1.17277 -0.18148
O 0.54315 1.68166 0.89124
H 1.02366 -0.28294 -1.58538
H 2.30553 0.44725 -0.55715
H 1.56013 1.36170 -1.89548
H -0.72851 1.09800 -0.56071